(1)
Density functional theory data (wB97M-V/def2-TZVPD) for 3 unconnected molecules or ions with the total composition C15H31N2O2S2.

XYZ file:
```
52
Properties=species:S:1:pos:R:3:lowdin_charge:R:1
C 3.40 -1.13 0.57 -0.1156
C 3.84 0.13 -0.16 -0.2588
C 3.02 1.36 0.27 -0.2177
C 1.95 1.73 -0.77 -0.2080
C 0.90 2.69 -0.18 -0.1951
C -0.31 1.95 0.38 -0.1972
C -1.17 1.37 -0.74 -0.1138
C -2.31 0.54 -0.26 -0.1458
C -2.90 0.61 1.01 0.0633
C -3.99 -0.20 1.25 0.0341
C -4.48 -1.05 0.25 -0.0652
N -3.90 -1.12 -0.92 0.1239
N -2.86 -0.33 -1.10 0.1034
H 3.40 -0.99 1.65 0.0507
H 4.05 -1.97 0.31 0.0699
H 2.39 -1.40 0.28 0.0699
H 3.70 -0.02 -1.23 0.1007
H 4.90 0.31 -0.02 0.1026
H 3.68 2.21 0.43 0.1122
H 2.52 1.16 1.22 0.1056
H 1.50 0.80 -1.11 0.0966
H 2.46 2.20 -1.61 0.1176
H 1.37 3.26 0.61 0.1162
H 0.56 3.39 -0.94 0.1166
H 0.01 1.14 1.04 0.1257
H -0.92 2.64 0.96 0.1155
H -1.60 2.19 -1.33 0.1250
H -0.58 0.78 -1.44 0.1273
H -2.52 1.28 1.76 0.1300
H -4.48 -0.19 2.21 0.1292
H -5.35 -1.67 0.41 0.1291
H -2.44 -0.40 -2.02 0.1813
C -4.02 2.46 -5.83 -0.2581
S -4.20 2.59 -4.05 0.8305
O -2.83 2.48 -3.45 -0.5727
C -4.91 0.96 -3.79 -0.2795
H -3.52 3.36 -6.18 0.0566
H -3.41 1.59 -6.08 0.0622
H -5.00 2.39 -6.29 0.0613
H -4.23 0.21 -4.18 0.0570
H -5.89 0.86 -4.27 0.0625
H -5.02 0.85 -2.72 0.0260
C 4.92 -4.14 3.73 -0.2688
S 3.14 -4.01 3.92 0.8053
O 2.76 -2.65 3.44 -0.5665
C 3.15 -3.94 5.72 -0.2717
H 5.14 -4.15 2.66 0.0481
H 5.40 -3.28 4.20 0.0603
H 5.27 -5.07 4.18 0.0554
H 3.76 -3.09 6.04 0.0594
H 3.55 -4.87 6.11 0.0551
H 2.12 -3.81 6.05 0.0484
```

For the orbital gap, the calculation gives 6.21 eV. Its molecular weight is 335.56 g mol⁻¹. Its total energy is -1646.201560 a.u. Its net charge is +1.

---

(2)
Density functional theory data (wB97M-V/def2-TZVPD) for 2 unconnected molecules or ions with the total composition H2N3O3 in a non-equilibrium geometry.

XYZ file:
```
8
Properties=species:S:1:pos:R:3:lowdin_charge:R:1
N 0.52 0.51 -0.13 0.0190
N -2.35 -0.71 0.38 0.0074
N 1.62 -0.07 -0.02 -0.6621
O -3.19 0.07 -0.04 -0.1208
O 1.76 -1.28 -0.23 -0.1222
O 2.62 0.65 0.32 -0.1706
H 0.56 1.53 -0.03 0.0373
H -1.54 -0.71 -0.26 0.0119
```

For the orbital gap, the calculation gives 7.52 eV. Its molecular weight is 92.03 g mol⁻¹. Its total energy is -391.036960 a.u. The value obtained for the energy above the lowest of the compared OMol25 structures with the same formula, charge and spin is 425.2 kJ/mol. Its net charge is -1.

---

(3)
Density functional theory data (wB97M-V/def2-TZVPD) for 6 unconnected molecules or ions with the total composition H12O6 in a non-equilibrium geometry.

XYZ file:
```
18
Properties=species:S:1:pos:R:3:lowdin_charge:R:1
O -1.65 1.35 1.10 -0.0849
H -1.29 2.22 1.33 0.0636
H -1.06 0.59 1.40 0.0169
O 2.29 -0.31 1.44 -0.0187
H 2.74 -1.15 1.61 0.0873
H 2.41 -0.24 0.50 -0.0077
O -0.21 -0.82 1.45 -0.0815
H 0.76 -0.53 1.50 0.0257
H -0.38 -1.56 2.03 0.0787
O 2.13 -0.20 -1.23 -0.1043
H 1.16 -0.46 -1.36 -0.0007
H 2.42 0.09 -2.11 0.0565
O -0.33 -0.92 -1.31 -0.0724
H -0.24 -0.96 -0.31 0.0378
H -1.04 -0.31 -1.54 0.0058
O -2.37 0.85 -1.50 -0.0568
H -2.29 1.12 -0.56 0.0209
H -2.10 1.61 -1.98 0.0336
```

For the orbital gap, the calculation gives 11.39 eV. Its molecular weight is 108.09 g mol⁻¹. Its total energy is -458.657673 a.u. The value obtained for the energy above the lowest of the compared OMol25 structures with the same formula, charge and spin is 38.9 kJ/mol. As for the structure (SMILES): O.O.O.O.O.O.

---

(4)
Density functional theory data (wB97M-V/def2-TZVPD) for C5H3F5 in the gas phase in a non-equilibrium geometry.

XYZ file:
```
13
Properties=species:S:1:pos:R:3:lowdin_charge:R:1
C -0.56 -0.57 0.81 0.0747
C -0.79 -1.16 1.92 0.0374
C 0.86 -0.51 -1.51 0.0188
C -0.60 0.72 0.07 -0.4801
C 0.69 0.81 -0.80 -0.4624
F 2.08 -1.04 -1.51 0.0733
F -0.79 1.80 0.88 0.1128
F -1.67 0.73 -0.78 0.1064
F 1.75 1.07 -0.01 0.1331
F 0.61 1.86 -1.67 0.1104
H -1.17 -0.65 2.81 0.0817
H -0.61 -2.22 2.05 0.0662
H 0.19 -0.85 -2.27 0.1278
```

For the orbital gap (alpha / beta), the calculation gives 8.73 / 9.28 eV. Its molecular weight is 158.07 g mol⁻¹. Its total energy is -691.488745 a.u. The value obtained for the energy above the lowest of the compared OMol25 structures with the same formula, charge and spin is 254.2 kJ/mol.

---

(5)
Density functional theory data (wB97M-V/def2-TZVPD) for H2N2O2 in the gas phase in a non-equilibrium geometry.

XYZ file:
```
6
Properties=species:S:1:pos:R:3:lowdin_charge:R:1
N 0.26 0.01 -0.01 0.1417
N 1.62 -0.01 -0.01 -0.5429
O 2.18 1.06 -0.02 0.0529
O 2.18 -1.05 0.03 0.0882
H -0.27 0.73 0.49 0.1313
H -0.21 -0.84 -0.35 0.1289
```

For the orbital gap, the calculation gives 11.51 eV. Its molecular weight is 62.03 g mol⁻¹. Its total energy is -261.068787 a.u. The value obtained for the energy above the lowest of the compared OMol25 structures with the same formula, charge and spin is 148.2 kJ/mol. As for the structure (SMILES): N[N+](=O)[O-].

---

(6)
Density functional theory data (wB97M-V/def2-TZVPD) for a molecular structure, H2N2O4S in a non-equilibrium geometry.

XYZ file:
```
9
Properties=species:S:1:pos:R:3:lowdin_charge:R:1
N -1.92 0.10 -0.18 0.1035
N 0.09 1.39 0.31 -0.0202
O 0.68 0.86 -0.61 -0.1821
O -1.12 1.00 0.61 -0.0980
O 1.34 -1.68 -0.47 -0.4513
O 2.84 -0.46 0.92 -0.4204
S 2.31 -0.57 -0.42 0.8788
H -2.85 0.08 0.25 0.1088
H -1.37 -0.72 -0.42 0.0810
```

For the orbital gap, the calculation gives 9.59 eV. Its molecular weight is 126.09 g mol⁻¹. Its total energy is -809.668255 a.u. The value obtained for the energy above the lowest of the compared OMol25 structures with the same formula, charge and spin is 289.0 kJ/mol.

---

(7)
Density functional theory data (wB97M-V/def2-TZVPD) for C3H4F2O2 in the gas phase in a non-equilibrium geometry.

XYZ file:
```
11
Properties=species:S:1:pos:R:3:lowdin_charge:R:1
C 1.22 0.39 1.07 0.0868
C 0.59 -0.13 -0.01 -0.2964
O 0.89 -1.14 -0.84 0.0865
C -0.89 0.28 -0.26 -0.5586
O -1.35 -0.09 -1.49 0.0978
F -1.00 1.54 0.04 0.1520
F -1.72 -0.47 0.71 0.0106
H 2.24 0.14 1.38 0.0694
H 0.71 1.30 1.46 0.0802
H 1.66 -1.62 -0.59 0.1067
H -2.35 -0.21 -1.49 0.1650
```

For the orbital gap, the calculation gives 10.19 eV. Its molecular weight is 110.06 g mol⁻¹. Its total energy is -466.895229 a.u. The value obtained for the energy above the lowest of the compared OMol25 structures with the same formula, charge and spin is 21.4 kJ/mol. As for the structure (SMILES): C=C(O)C(O)(F)F.

---

(8)
Density functional theory data (wB97M-V/def2-TZVPD) for a molecular structure, C9H25AlBINO4P2 in a non-equilibrium geometry.

XYZ file:
```
44
Properties=species:S:1:pos:R:3:lowdin_charge:R:1
C -3.01 2.14 0.58 -0.2295
C -1.86 2.18 1.79 -0.4993
P -1.81 0.41 2.52 0.7454
C -0.83 0.30 4.16 -0.4990
C 0.65 1.02 4.13 -0.2077
Al -1.14 -1.19 0.96 0.0187
C -1.06 -3.11 1.69 -0.2713
C 0.25 -3.44 2.61 -0.7203
O 0.05 -3.60 3.95 -0.2029
I 2.31 -3.71 1.85 0.7276
P -2.83 -1.22 -0.68 0.5156
N -2.30 -0.53 -2.05 -0.4288
B 0.60 -0.57 0.03 -0.5311
C 1.84 0.01 0.98 -0.1479
O 0.82 -0.63 -1.44 -0.0770
H -3.89 1.41 0.89 0.0413
H -2.53 1.76 -0.42 0.0562
H -3.45 3.24 0.44 0.0697
H -0.85 2.56 1.33 0.0627
H -2.27 2.93 2.62 0.0769
H -0.69 -0.83 4.51 0.0770
H -1.51 0.81 4.99 0.0589
H 1.45 0.16 4.27 0.0755
H 0.74 1.72 5.09 0.0653
H 0.86 1.70 3.21 0.0478
H -1.10 -3.83 0.76 0.0739
H -2.03 -3.30 2.33 0.0778
H -3.15 -2.61 -0.97 -0.0587
H -4.03 -0.57 -0.15 -0.0780
H -2.32 -1.28 -2.80 -0.0586
H 1.58 1.14 1.21 0.0580
H 1.79 -0.61 1.99 0.0222
H 2.86 -0.10 0.43 0.0651
H 1.28 0.24 -1.66 0.0647
C 2.99 0.27 -5.53 -0.2525
C 2.20 1.46 -5.02 -0.2331
O 2.13 1.40 -3.60 -0.0829
O 2.37 -0.94 -5.10 -0.0733
H 3.04 0.26 -6.63 0.1155
H 4.01 0.27 -5.13 0.1099
H 1.17 1.43 -5.40 0.1289
H 2.66 2.41 -5.32 0.1124
H 3.02 1.59 -3.25 0.1018
H 2.03 -0.76 -4.20 0.0831
```

For the orbital gap, the calculation gives 6.14 eV. Its molecular weight is 437.95 g mol⁻¹. Its total energy is -1961.214606 a.u. Its net charge is -1.

---

(9)
Density functional theory data (wB97M-V/def2-TZVPD) for C2ClN3O2S in the gas phase in a non-equilibrium geometry.

XYZ file:
```
9
Properties=species:S:1:pos:R:3:lowdin_charge:R:1
C 0.59 0.09 0.01 -0.1212
C -1.81 -0.18 0.00 -0.7602
N 0.51 1.34 0.01 -0.3237
N -2.06 1.02 -0.01 -0.2983
N 1.74 -0.73 0.00 -0.4086
O 2.82 -0.17 -0.07 0.0948
O 1.56 -1.92 0.06 0.0836
S -0.82 2.20 0.01 0.9423
Cl -2.53 -1.63 -0.01 0.7913
```

For the orbital gap, the calculation gives 8.47 eV. Its molecular weight is 165.56 g mol⁻¹. Its total energy is -1249.099526 a.u. The value obtained for the energy above the lowest of the compared OMol25 structures with the same formula, charge and spin is 120.9 kJ/mol.

---

(10)
Density functional theory data (wB97M-V/def2-TZVPD) for 3 unconnected molecules or ions with the total composition C22H43BF8O6S in a non-equilibrium geometry.

XYZ file:
```
81
Properties=species:S:1:pos:R:3:lowdin_charge:R:1
O -4.70 2.97 4.58 -0.1017
C -3.68 2.26 5.32 -0.2300
C -2.48 3.19 5.82 -0.1609
C -2.57 4.68 5.22 -0.2068
C -1.19 5.47 5.37 -0.1353
B -0.06 5.08 4.28 -0.2907
C 1.43 4.70 4.84 -0.1393
C 2.36 5.95 4.39 -0.2788
C 3.70 6.09 5.26 -0.5403
S 5.10 6.30 4.06 0.6321
C -0.26 5.03 2.67 -0.0740
C -1.08 3.72 2.19 -0.1815
O -0.61 3.40 0.85 -0.1307
C -1.47 2.42 0.28 -0.0981
C -0.92 0.92 0.36 -0.2748
F -0.84 0.30 -0.90 0.0629
F 0.43 1.04 0.78 0.0758
C -1.62 0.01 1.45 -0.2545
F -0.72 -1.04 1.73 0.0907
F -1.85 0.64 2.67 0.1042
C -2.97 -0.69 0.99 -0.2836
F -2.82 -1.63 -0.01 0.1210
F -3.45 -1.40 2.12 0.0862
C -4.15 0.30 0.59 -0.1846
F -4.45 1.24 1.60 0.0330
F -3.98 0.89 -0.67 0.0560
H -4.50 2.93 3.63 0.0689
H -3.24 1.50 4.61 0.0996
H -4.08 1.70 6.21 0.1200
H -2.55 3.32 6.95 0.1151
H -1.44 2.79 5.60 0.1095
H -2.86 4.69 4.11 0.0943
H -3.34 5.22 5.84 0.1166
H -0.78 5.29 6.42 0.1034
H -1.41 6.59 5.27 0.1195
H 1.83 3.74 4.38 0.1171
H 1.38 4.62 5.97 0.0937
H 2.59 5.79 3.29 0.0850
H 1.73 6.88 4.55 0.1136
H 3.60 7.02 5.89 0.0707
H 3.90 5.22 5.95 0.0788
H 6.19 5.58 4.57 -0.1396
H -0.80 5.97 2.35 0.1171
H 0.76 4.99 2.19 0.1084
H -2.18 4.00 2.20 0.1219
H -0.80 2.90 2.91 0.1290
H -1.55 2.65 -0.84 0.1580
H -2.52 2.54 0.69 0.1198
H -5.09 -0.34 0.50 0.1868
C 0.78 -1.30 -6.41 -0.1123
O 0.77 -2.59 -5.82 -0.1951
C 2.02 -2.93 -5.23 -0.1965
C 1.98 -2.74 -3.71 -0.1982
O 1.83 -1.36 -3.37 -0.1846
C 0.49 -1.04 -3.02 -0.1157
H -0.25 -1.00 -6.60 0.0882
H 1.24 -0.56 -5.76 0.0842
H 1.32 -1.33 -7.37 0.0875
H 2.83 -2.35 -5.67 0.1262
H 2.20 -3.99 -5.44 0.1134
H 2.93 -3.07 -3.29 0.1263
H 1.19 -3.34 -3.26 0.1186
H 0.27 -1.39 -2.01 0.0792
H -0.24 -1.46 -3.73 0.0880
H 0.38 0.05 -3.04 0.0857
C 1.31 -7.34 -7.14 -0.1077
O 1.30 -8.63 -6.55 -0.1929
C 2.55 -8.97 -5.95 -0.2015
C 2.51 -8.77 -4.44 -0.2003
O 2.36 -7.40 -4.09 -0.1945
C 1.02 -7.08 -3.75 -0.1051
H 0.28 -7.05 -7.33 0.0906
H 1.77 -6.59 -6.48 0.0750
H 1.85 -7.37 -8.09 0.0886
H 3.37 -8.39 -6.40 0.1251
H 2.74 -10.02 -6.16 0.1232
H 3.47 -9.10 -4.02 0.1231
H 1.72 -9.38 -3.98 0.1254
H 0.80 -7.44 -2.73 0.0893
H 0.29 -7.51 -4.45 0.0867
H 0.91 -5.99 -3.76 0.0764
```

For the orbital gap, the calculation gives 9.36 eV. Its molecular weight is 598.44 g mol⁻¹. Its total energy is -2537.245220 a.u. As for the structure (SMILES): OCCCCB(CCCS)CCOCC(F)(F)C(F)(F)C(F)(F)C(F)F.COCCOC.COCCOC.

---

(11)
Density functional theory data (wB97M-V/def2-TZVPD) for C4H6O2 in the gas phase in a non-equilibrium geometry.

XYZ file:
```
12
Properties=species:S:1:pos:R:3:lowdin_charge:R:1
C -1.72 -0.11 0.66 -0.0630
C -0.06 -0.38 1.03 -0.0893
C 0.57 0.10 -0.25 -0.3882
O -0.14 0.33 -1.20 0.0628
C 2.04 0.49 -0.48 -0.1670
O 2.81 0.87 0.37 0.0756
H -1.98 0.96 0.57 0.0652
H -2.13 -0.52 -0.31 0.0890
H -2.29 -0.60 1.44 0.0427
H -0.05 -1.47 1.10 0.0998
H 0.67 -0.09 1.89 0.1402
H 2.28 0.43 -1.57 0.1322
```

For the orbital gap, the calculation gives 9.54 eV. Its molecular weight is 86.09 g mol⁻¹. Its total energy is -306.420797 a.u. The value obtained for the energy above the lowest of the compared OMol25 structures with the same formula, charge and spin is 224.5 kJ/mol. As for the structure (SMILES): CCC(=O)C=O.

---

(12)
Density functional theory data (wB97M-V/def2-TZVPD) for a gas-phase ion, C25H43F14N3O5PS (charge +1) in a non-equilibrium geometry.

XYZ file:
```
92
Properties=species:S:1:pos:R:3:lowdin_charge:R:1
C 5.70 -3.57 3.89 -0.0988
C 5.39 -2.34 2.83 -0.2999
O 6.18 -2.46 1.56 -0.2789
P 5.23 -1.52 0.39 0.8200
O 4.74 -0.23 1.20 -0.3925
C 3.80 -2.67 -0.16 -0.2129
C 2.95 -2.12 -1.47 -0.0974
C 1.84 -1.04 -0.83 -0.2771
O 1.52 -0.09 -1.95 -0.0752
C 0.55 0.84 -1.33 -0.3035
C 0.64 2.38 -1.92 -0.0712
C 1.75 3.20 -1.03 -0.0738
C 1.39 4.75 -0.69 -0.1874
F 1.21 5.45 -2.02 -0.0029
F 2.63 5.38 -0.10 0.0110
C 0.03 5.02 0.16 -0.0778
F -1.24 4.92 -0.66 0.0170
F 0.08 6.48 0.55 0.0314
C -0.15 4.03 1.49 -0.1012
F -0.68 2.76 0.94 0.0260
F 1.25 3.90 2.03 0.0329
C -1.05 4.73 2.65 -0.1913
F -0.19 5.74 3.37 0.0311
F -2.23 5.46 2.05 0.0259
S -1.75 3.61 3.97 1.0772
F -2.99 4.78 4.27 -0.1846
F -0.78 4.41 5.14 -0.1885
F -0.53 2.43 3.84 -0.1808
F -2.84 2.81 2.91 -0.1824
F -2.42 2.68 5.25 -0.1756
N -0.82 0.20 -1.50 0.1423
C -0.67 -1.21 -0.88 -0.0049
N -1.81 -2.04 -0.87 0.0766
O -2.99 -1.62 -1.43 -0.0911
C -4.02 -2.26 -0.61 -0.1363
C -5.42 -1.42 -0.47 -0.2925
C -5.23 0.18 -0.16 -0.0933
C -6.46 -1.60 -1.73 -0.1821
C -5.75 -1.62 -3.21 -0.3658
C -5.02 -0.21 -3.64 -0.1160
C -7.00 -1.82 -4.31 -0.1058
N 0.63 -1.71 -0.24 0.0473
C 0.50 -1.52 1.25 -0.2118
F -0.70 -0.69 1.63 -0.0859
C 0.36 -2.98 2.06 -0.1510
C 0.71 -2.71 3.66 -0.1137
O 6.26 -1.04 -0.97 -0.2864
C 5.93 0.34 -1.40 -0.2803
C 6.26 0.51 -3.03 -0.1012
H 6.83 -3.61 4.20 0.0914
H 5.05 -3.36 4.86 0.0912
H 5.28 -4.55 3.42 0.0807
H 5.70 -1.33 3.37 0.1396
H 4.22 -2.37 2.62 0.0927
H 4.29 -3.69 -0.52 0.1268
H 3.12 -2.85 0.80 0.0837
H 3.69 -1.49 -2.12 0.1206
H 2.38 -2.96 -2.06 0.1368
H 2.46 -0.39 -0.06 0.1498
H 0.72 0.92 -0.16 0.1443
H -0.45 2.81 -1.88 0.1222
H 0.92 2.33 -3.07 0.1557
H 2.07 2.63 -0.03 0.1444
H 2.75 3.21 -1.68 0.1589
H -1.57 0.73 -1.01 0.1404
H -1.75 -3.00 -0.42 0.1973
H -4.32 -3.34 -1.02 0.1541
H -3.64 -2.43 0.51 0.1496
H -5.98 -1.87 0.48 0.1522
H -4.10 0.40 0.06 0.0666
H -5.85 0.54 0.79 0.1025
H -5.54 0.85 -1.09 0.0854
H -7.25 -0.74 -1.69 0.1315
H -7.05 -2.63 -1.58 0.1298
H -5.05 -2.57 -3.28 0.1282
H -4.30 -0.47 -4.55 0.1023
H -4.33 0.26 -2.81 0.0499
H -5.79 0.63 -3.94 0.0929
H -7.24 -0.77 -4.81 0.0861
H -6.74 -2.62 -5.13 0.0841
H -7.98 -2.11 -3.70 0.0853
H 1.42 -0.98 1.76 0.1662
H -0.71 -3.46 1.94 0.1123
H 1.20 -3.67 1.59 0.1116
H -0.25 -2.92 4.35 0.0980
H 1.58 -3.43 4.04 0.0874
H 1.08 -1.62 3.87 0.0825
H 6.60 1.16 -0.87 0.1429
H 4.78 0.55 -1.30 0.0978
H 5.26 0.60 -3.67 0.0770
H 6.84 -0.45 -3.43 0.0946
H 6.86 1.51 -3.24 0.0858
```

For the orbital gap, the calculation gives 8.28 eV. Its molecular weight is 794.65 g mol⁻¹. Its total energy is -3655.582027 a.u. Its net charge is +1.